{"formula": "C64H65N13O12", "method": "ωB97M-V/def2-TZVPD", "elements": ["C", "C", "C", "C", "C", "C", "N", "O", "O", "H", "H", "H", "H", "H", "C", "C", "C", "C", "C", "C", "N", "O", "O", "H", "H", "H", "H", "H", "C", "C", "C", "C", "C", "C", "N", "O", "O", "H", "H", "H", "H", "H", "C", "C", "C", "C", "C", "C", "N", "O", "O", "H", "H", "H", "H", "H", "C", "C", "C", "C", "C", "C", "N", "O", "O", "H", "H", "H", "H", "H", "C", "C", "C", "C", "C", "C", "N", "O", "O", "H", "H", "H", "H", "H", "N", "C", "C", "C", "C", "H", "H", "H", "H", "H", "N", "C", "C", "C", "C", "H", "H", "H", "H", "H", "N", "C", "C", "C", "C", "H", "H", "H", "H", "H", "N", "C", "C", "C", "C", "H", "H", "H", "H", "H", "N", "C", "C", "C", "C", "H", "H", "H", "H", "H", "N", "C", "C", "C", "C", "H", "H", "H", "H", "H", "N", "C", "C", "C", "C", "H", "H", "H", "H", "H"], "xyz": [[-3.86581, 5.95023, -2.40063], [-2.90630, 4.98408, -2.55741], [-3.17940, 3.88315, -3.32039], [-4.39060, 3.76102, -3.93746], [-5.43702, 4.68411, -3.76491], [-5.15826, 5.80543, -2.96109], [-4.60432, 2.64542, -4.94177], [-3.64619, 1.96521, -5.28178], [-5.72672, 2.59854, -5.43863], [-3.75913, 6.84760, -1.78965], [-1.90869, 5.02881, -2.12014], [-2.40742, 3.13558, -3.46334], [-6.41731, 4.50908, -4.18719], [-5.89919, 6.63138, -2.77885], [5.03078, 1.26164, -5.27575], [5.15661, 2.64982, -5.26297], [4.96036, 3.32079, -4.10063], [4.49682, 2.57536, -2.98447], [4.38780, 1.21089, -2.94946], [4.68325, 0.55668, -4.12365], [4.14774, 3.45304, -1.72867], [4.22736, 4.64209, -1.92312], [3.66807, 2.86742, -0.79842], [5.24071, 0.66218, -6.17719], [5.64641, 3.20563, -6.09873], [5.18362, 4.40610, -3.93387], [4.03511, 0.77464, -2.04321], [4.63691, -0.50323, -4.18939], [-2.34287, -2.84612, 3.60819], [-1.46333, -3.56117, 2.78432], [-1.90571, -4.12933, 1.61519], [-3.25661, -3.94466, 1.31537], [-4.09373, -3.19014, 2.06528], [-3.66802, -2.65420, 3.29623], [-3.75197, -4.65134, 0.09471], [-3.05730, -5.50023, -0.40002], [-4.84068, -4.31702, -0.41287], [-1.97319, -2.34700, 4.53248], [-0.36176, -3.60601, 3.04002], [-1.28912, -4.74390, 0.94503], [-5.13649, -3.07027, 1.69910], [-4.36391, -2.01987, 3.84372], [-0.15300, -1.30710, -6.55107], [0.85080, -0.40743, -6.73273], [1.08664, 0.69457, -5.87041], [0.26857, 0.81831, -4.80434], [-0.73312, -0.15398, -4.52618], [-0.92413, -1.18530, -5.37583], [0.42079, 2.08916, -3.99633], [1.33385, 2.81985, -4.35490], [-0.34620, 2.36115, -3.12678], [-0.30233, -2.05749, -7.32898], [1.61374, -0.48876, -7.50153], [1.82640, 1.46709, -5.99775], [-1.44614, -0.04988, -3.69534], [-1.55259, -2.00583, -5.11914], [-4.20818, 3.37433, 0.41608], [-4.08241, 2.83405, 1.70196], [-4.76647, 1.70305, 1.98075], [-5.62943, 1.22808, 1.03963], [-5.83158, 1.84661, -0.17380], [-5.03232, 2.84920, -0.53281], [-6.67982, 0.21373, 1.38541], [-6.43642, -0.60560, 2.24915], [-7.73292, 0.21202, 0.80159], [-3.50755, 4.17152, 0.13630], [-3.38960, 3.22638, 2.43101], [-4.66350, 1.07764, 2.85199], [-6.40665, 1.34480, -0.93092], [-5.10059, 3.26632, -1.56945], [6.01049, -1.44156, 6.01220], [5.52239, -1.16923, 4.72873], [4.15528, -1.42527, 4.42889], [3.38379, -1.83213, 5.47632], [3.84685, -2.04181, 6.80944], [5.21955, -1.88724, 7.00810], [1.95431, -1.97259, 5.26681], [1.54243, -1.87775, 4.11052], [1.20258, -2.16506, 6.24689], [7.06109, -1.26038, 6.30770], [6.18915, -0.71576, 3.98285], [3.70826, -1.27450, 3.49578], [3.08977, -2.29693, 7.49325], [5.57109, -1.87624, 8.02300], [-0.13404, -2.04589, -1.93150], [0.89382, -2.38372, -2.71988], [0.45776, -3.53845, -3.42100], [-0.90049, -3.74011, -3.09569], [-1.26576, -2.76786, -2.18851], [-0.08526, -1.23093, -1.34352], [1.82800, -1.84257, -2.78500], [1.00455, -4.10071, -4.17814], [-1.46847, -4.58002, -3.38101], [-2.11681, -2.64217, -1.54944], [-5.45509, -1.94701, -1.78717], [-5.95599, -1.55659, -2.99685], [-5.17013, -0.60250, -3.50019], [-4.06359, -0.40686, -2.61642], [-4.31578, -1.23042, -1.54359], [-5.76738, -2.81699, -1.28863], [-6.94158, -1.85713, -3.32773], [-5.38844, -0.11828, -4.38949], [-3.29101, 0.35047, -2.66307], [-3.75821, -1.28147, -0.63173], [-0.34482, 2.90668, 5.94532], [-0.23970, 1.58598, 6.27213], [-0.50730, 0.87765, 5.14405], [-0.73012, 1.80294, 4.10876], [-0.59485, 3.07896, 4.60410], [-0.21575, 3.58765, 6.69934], [-0.02938, 1.42284, 7.29870], [-0.61421, -0.18163, 5.05040], [-1.08805, 1.55752, 3.13000], [-0.97232, 3.96023, 4.15510], [-0.43345, 1.18757, -0.43539], [-1.67464, 0.83925, 0.02213], [-1.52485, -0.04081, 1.06718], [-0.13519, -0.22967, 1.22975], [0.51387, 0.53371, 0.28401], [-0.28737, 1.93711, -1.12031], [-2.63309, 1.11067, -0.49105], [-2.30014, -0.60188, 1.59293], [0.37750, -0.80894, 1.99344], [1.56864, 0.80341, 0.27332], [1.26726, -4.58474, -0.18837], [1.43968, -3.57009, 0.72783], [2.06479, -4.12424, 1.81468], [2.26025, -5.48590, 1.60701], [1.73475, -5.76344, 0.34075], [0.75100, -4.54101, -1.06051], [1.09956, -2.57889, 0.49739], [2.37393, -3.68359, 2.73389], [2.54473, -6.15197, 2.38078], [1.57247, -6.68612, -0.11847], [2.59620, 1.95156, 4.16601], [3.45594, 1.90926, 3.01356], [4.66694, 2.31604, 3.44891], [4.64571, 2.53432, 4.87107], [3.39311, 2.30413, 5.29183], [1.63783, 1.68947, 4.22980], [3.14860, 1.69606, 1.96758], [5.53212, 2.48946, 2.85351], [5.43671, 2.93770, 5.49688], [2.92039, 2.30532, 6.28447], [5.77838, -1.95109, -0.36016], [5.37547, -1.62064, 0.87286], [5.50281, -0.29167, 0.99961], [5.95413, 0.25984, -0.21410], [6.16763, -0.85061, -1.08916], [5.71971, -2.87149, -0.79382], [4.93630, -2.27579, 1.58148], [5.39106, 0.27531, 1.89135], [6.19207, 1.28340, -0.37736], [6.57617, -0.94204, -2.04468]], "lowdin_charge": [-0.078, -0.087, -0.040, -0.145, -0.006, -0.053, -0.319, 0.070, 0.063, 0.111, 0.122, 0.095, 0.117, 0.124, -0.076, -0.090, -0.023, -0.101, -0.041, -0.079, -0.340, 0.071, 0.068, 0.114, 0.125, 0.135, 0.098, 0.097, -0.077, -0.058, -0.003, -0.160, -0.024, -0.060, -0.309, 0.090, 0.016, 0.116, 0.112, 0.118, 0.128, 0.111, -0.048, -0.067, -0.009, -0.115, -0.017, -0.067, -0.314, 0.071, 0.045, 0.117, 0.106, 0.111, 0.100, 0.100, -0.067, -0.059, -0.027, -0.133, -0.023, -0.080, -0.343, 0.052, 0.090, 0.107, 0.106, 0.124, 0.127, 0.108, -0.090, -0.024, 0.006, -0.153, 0.037, -0.087, -0.303, 0.027, 0.048, 0.122, 0.108, 0.089, 0.097, 0.107, 0.022, -0.136, -0.115, -0.118, -0.109, 0.105, 0.113, 0.095, 0.088, 0.087, 0.031, -0.141, -0.112, -0.097, -0.169, 0.138, 0.117, 0.063, 0.070, 0.088, 0.003, -0.133, -0.113, -0.123, -0.112, 0.158, 0.107, 0.075, 0.072, 0.098, 0.027, -0.131, -0.110, -0.126, -0.145, 0.124, 0.116, 0.094, 0.088, 0.108, 0.034, -0.128, -0.149, -0.097, -0.113, 0.114, 0.080, 0.068, 0.083, 0.086, 0.054, -0.107, -0.147, -0.125, -0.134, 0.065, 0.104, 0.086, 0.094, 0.108, 0.009, -0.151, -0.126, -0.084, -0.101, 0.160, 0.098, 0.053, 0.082, 0.085], "e_homo_ev": -8.00, "lumo_energy_ev": -0.691, "total_energy_ha": -4091.821021, "charge": 0, "largest_force_ev_per_a": 3.81, "multiplicity": 1, "orbital_gap_ev": 7.31}